Formula: C54H121O40P7
Source: the OMol25 dataset
Level of theory: ωB97M-V with the def2-TZVPD basis set

SMILES: CCOP(=O)(OCC)OCC.CCOP(=O)(OCC)OCC.CCOP(=O)(OCC)OCC.CCOP(=O)(OCC)OCC.CCOP(=O)(OCC)OCC.CCOP(=O)(OCC)OCC.CCOP(=O)(OCC)OCC.O=C1OCCO1.O=C1OCCO1.O=C1OCCO1.O=C1OCCO1
Kohn-Sham gap: 10.259 eV
energy above the lowest of the compared OMol25 structures with the same formula, charge and spin: 3.892 eV
energy: -7529.8485 Eh
E_HOMO: -10.3 eV

```
! wB97M-V def2-TZVPD RIJCOSX def2/J DEFGRID3
* xyz 0 1
C -10.637 2.919 -20.301
C -10.972 3.134 -18.879
O -11.314 1.957 -18.216
P -11.615 1.884 -16.594
O -10.503 2.343 -15.663
O -12.084 0.310 -16.318
C -13.158 -0.190 -17.030
C -13.483 -1.534 -16.325
O -12.981 2.738 -16.410
C -13.457 3.101 -15.144
C -14.911 3.686 -15.327
H -11.033 2.006 -20.746
H -11.085 3.759 -20.831
H -9.548 2.881 -20.338
H -10.210 3.775 -18.436
H -11.899 3.701 -18.792
H -14.025 0.471 -17.014
H -12.829 -0.464 -18.032
H -12.585 -2.050 -15.986
H -14.071 -1.303 -15.437
H -14.093 -2.156 -16.981
H -13.245 2.411 -14.327
H -12.780 3.902 -14.850
H -14.865 4.582 -15.946
H -15.497 2.959 -15.891
H -15.352 3.917 -14.358
C -22.628 6.705 -21.033
C -22.117 6.139 -19.716
O -23.117 5.356 -19.075
P -23.707 5.713 -17.616
O -23.848 7.171 -17.367
O -25.109 4.862 -17.452
C -25.364 3.670 -18.212
C -26.625 3.087 -17.609
O -22.640 4.934 -16.666
C -23.012 4.633 -15.332
C -21.822 4.262 -14.482
H -23.238 6.033 -21.637
H -23.016 7.719 -20.934
H -21.760 6.896 -21.664
H -21.299 5.460 -19.959
H -21.620 6.905 -19.120
H -25.345 3.771 -19.297
H -24.560 2.968 -17.994
H -27.422 3.684 -18.053
H -26.813 2.061 -17.926
H -26.670 3.129 -16.521
H -23.672 5.332 -14.817
H -23.659 3.756 -15.356
H -21.213 3.428 -14.832
H -21.245 5.157 -14.710
H -22.073 4.019 -13.450
C -13.110 -1.140 -3.947
C -14.231 -0.320 -4.616
O -14.489 0.865 -3.882
P -16.045 1.141 -3.405
O -16.344 2.521 -2.957
O -16.913 0.592 -4.643
C -17.466 1.407 -5.610
C -16.593 1.500 -6.874
O -16.268 0.018 -2.283
C -17.343 0.190 -1.357
C -18.302 -0.999 -1.602
H -12.655 -1.807 -4.679
H -12.405 -0.397 -3.573
H -13.545 -1.663 -3.096
H -14.031 -0.076 -5.659
H -15.154 -0.899 -4.586
H -18.474 1.025 -5.770
H -17.523 2.421 -5.213
H -15.582 1.875 -6.712
H -16.452 0.514 -7.317
H -17.024 2.029 -7.724
H -17.075 0.219 -0.300
H -17.787 1.173 -1.514
H -17.910 -1.930 -1.193
H -19.311 -0.753 -1.271
H -18.367 -1.268 -2.657
C -18.466 4.878 -8.248
C -19.457 5.718 -9.080
O -18.906 6.979 -9.408
P -17.926 7.207 -10.694
O -17.499 8.611 -10.879
O -16.726 6.063 -10.593
C -15.371 6.312 -10.306
C -14.872 5.504 -9.082
O -18.825 6.597 -11.879
C -19.972 7.234 -12.300
C -19.643 7.515 -13.786
H -17.600 4.579 -8.839
H -18.221 5.492 -7.381
H -18.910 3.910 -8.013
H -19.825 5.201 -9.966
H -20.257 5.843 -8.351
H -14.765 6.073 -11.180
H -15.135 7.348 -10.062
H -13.859 5.811 -8.820
H -15.437 5.816 -8.204
H -15.018 4.440 -9.268
H -20.768 6.495 -12.207
H -20.291 8.131 -11.768
H -20.470 7.939 -14.356
H -18.863 8.276 -13.808
H -19.372 6.628 -14.358
C -9.594 6.118 -16.336
C -11.107 6.020 -16.551
O -11.742 7.249 -16.012
P -13.127 7.659 -16.695
O -13.783 6.573 -17.487
O -12.741 9.026 -17.535
C -12.468 8.829 -18.887
C -13.228 9.891 -19.651
O -14.016 8.167 -15.383
C -14.521 7.303 -14.460
C -15.978 7.125 -14.739
H -9.145 5.242 -16.807
H -9.259 7.039 -16.812
H -9.340 6.135 -15.276
H -11.262 5.938 -17.626
H -11.386 5.109 -16.022
H -11.380 8.850 -18.951
H -12.701 7.814 -19.208
H -13.133 9.672 -20.714
H -14.310 10.003 -19.577
H -12.818 10.867 -19.392
H -14.033 6.331 -14.520
H -14.509 7.736 -13.460
H -16.511 8.075 -14.760
H -16.103 6.651 -15.713
H -16.330 6.437 -13.970
C -15.843 0.175 -13.735
C -15.442 -1.164 -13.172
O -14.076 -1.095 -12.747
P -13.287 -2.512 -12.646
O -13.348 -3.481 -13.773
O -11.755 -2.111 -12.202
C -10.748 -1.655 -13.159
C -11.004 -0.146 -13.372
O -13.902 -3.142 -11.301
C -13.544 -4.490 -10.965
C -13.765 -4.540 -9.446
H -15.564 1.062 -13.165
H -15.465 0.316 -14.747
H -16.930 0.206 -13.797
H -16.041 -1.356 -12.282
H -15.629 -1.998 -13.850
H -9.734 -1.832 -12.799
H -10.705 -2.139 -14.135
H -11.904 0.028 -13.961
H -11.178 0.451 -12.476
H -10.137 0.304 -13.856
H -14.152 -5.214 -11.509
H -12.492 -4.663 -11.194
H -14.677 -4.221 -8.942
H -13.656 -5.571 -9.110
H -12.904 -4.042 -9.000
C -23.309 1.382 -12.714
C -23.855 1.755 -11.322
O -23.046 1.327 -10.250
P -21.784 2.200 -9.723
O -20.822 2.679 -10.759
O -22.391 3.557 -8.938
C -23.154 3.430 -7.753
C -24.701 3.206 -8.093
O -21.150 1.287 -8.484
C -21.706 0.069 -8.155
C -20.745 -0.579 -7.240
H -22.268 1.683 -12.835
H -23.177 0.301 -12.763
H -23.985 1.719 -13.500
H -23.969 2.839 -11.299
H -24.894 1.431 -11.261
H -22.681 2.744 -7.051
H -23.043 4.384 -7.237
H -24.951 2.149 -8.186
H -25.298 3.576 -7.259
H -25.131 3.676 -8.977
H -22.703 0.270 -7.762
H -21.826 -0.529 -9.059
H -20.623 -0.209 -6.222
H -21.026 -1.601 -6.988
H -19.785 -0.758 -7.725
O -13.256 -2.042 -7.037
C -13.414 -1.407 -8.025
O -12.447 -0.860 -8.829
C -12.968 -0.010 -9.835
C -14.421 -0.007 -9.479
O -14.627 -1.062 -8.521
H -12.448 0.943 -9.738
H -12.865 -0.557 -10.773
H -15.028 -0.076 -10.381
H -14.712 0.948 -9.041
O -21.430 -3.846 -9.823
C -20.534 -3.055 -10.053
O -20.530 -2.177 -11.065
C -19.397 -1.356 -11.070
C -18.498 -2.127 -10.114
O -19.346 -2.919 -9.364
H -18.951 -1.312 -12.064
H -19.654 -0.406 -10.602
H -18.031 -1.404 -9.445
H -17.818 -2.701 -10.743
O -17.458 0.621 -16.425
C -17.949 1.565 -17.075
O -17.521 1.994 -18.253
C -18.264 3.152 -18.543
C -19.600 2.910 -17.848
O -19.042 2.223 -16.691
H -17.746 4.051 -18.210
H -18.439 3.054 -19.614
H -20.265 2.330 -18.488
H -20.087 3.858 -17.620
O -17.185 1.442 -10.204
C -17.565 2.025 -11.249
O -17.333 3.316 -11.582
C -18.191 3.736 -12.581
C -18.782 2.433 -13.070
O -18.337 1.428 -12.193
H -19.016 4.319 -12.174
H -17.602 4.330 -13.281
H -18.393 2.036 -14.008
H -19.872 2.431 -13.109
*
```

Formula: C54H122F7N3O12P3S5
Source: the OMol25 dataset
Level of theory: ωB97M-V with the def2-TZVPD basis set

Kohn-Sham gap: 9.498 eV
energy: -6911.6624 Eh
E_HOMO: -11.0 eV

```
! wB97M-V def2-TZVPD RIJCOSX def2/J DEFGRID3
* xyz 1 1
C 1.120 -4.497 9.795
C -0.341 -4.531 9.409
C -0.630 -4.643 7.932
C 0.161 -3.598 7.173
P -0.421 -3.334 5.478
C 0.603 -2.052 4.676
C 1.899 -1.520 5.384
C 2.479 -0.376 4.568
C 3.505 0.437 5.487
C 0.046 -4.858 4.573
C 1.611 -5.014 4.518
C 2.057 -6.338 3.921
C 3.564 -6.157 3.586
C -2.133 -2.805 5.594
C -2.039 -1.453 6.331
C -3.290 -0.682 6.144
C -2.921 0.762 6.618
H 1.576 -3.589 9.324
H 1.645 -5.405 9.489
H 1.299 -4.437 10.872
H -0.787 -3.659 9.888
H -0.799 -5.382 9.942
H -1.714 -4.429 7.841
H -0.320 -5.612 7.520
H 1.203 -3.961 7.049
H 0.263 -2.590 7.619
H -0.056 -1.237 4.451
H 0.781 -2.495 3.676
H 2.668 -2.326 5.549
H 1.595 -1.141 6.380
H 1.653 0.248 4.229
H 2.860 -0.815 3.676
H 4.444 -0.073 5.585
H 3.073 0.597 6.463
H 3.733 1.368 4.977
H -0.326 -4.903 3.613
H -0.376 -5.728 5.109
H 2.106 -4.995 5.515
H 1.952 -4.133 4.021
H 1.508 -6.576 2.951
H 1.924 -7.182 4.586
H 4.142 -5.789 4.434
H 3.701 -5.391 2.770
H 4.085 -7.031 3.210
H -2.624 -3.607 6.160
H -2.582 -2.834 4.628
H -1.287 -0.815 5.894
H -1.826 -1.539 7.423
H -4.081 -1.074 6.745
H -3.658 -0.801 5.068
H -3.720 1.538 6.507
H -2.099 1.167 5.931
H -2.548 0.730 7.631
C 4.206 4.577 -3.139
C 4.084 3.404 -4.098
C 2.659 3.254 -4.561
C 2.531 2.320 -5.765
P 0.822 1.530 -6.249
C -0.408 1.705 -4.904
C -0.391 0.639 -3.814
C -1.474 1.106 -2.815
C -2.631 -0.040 -2.750
C 0.174 2.623 -7.585
C -1.233 2.397 -8.220
C -1.680 3.530 -9.175
C -3.085 3.366 -9.464
C 0.866 -0.077 -7.102
C 2.291 -0.408 -7.619
C 2.244 -1.709 -8.425
C 3.639 -2.112 -8.870
H 4.254 5.506 -3.698
H 5.112 4.608 -2.487
H 3.284 4.639 -2.446
H 4.374 2.494 -3.551
H 4.825 3.488 -4.849
H 2.284 4.240 -4.898
H 2.077 2.892 -3.690
H 3.300 1.520 -5.787
H 2.711 2.945 -6.666
H -1.381 1.762 -5.308
H -0.137 2.740 -4.525
H 0.546 0.548 -3.307
H -0.635 -0.353 -4.171
H -1.935 2.030 -3.142
H -1.015 1.257 -1.857
H -3.177 -0.008 -3.745
H -3.319 0.199 -1.910
H -2.160 -1.049 -2.553
H 0.965 2.802 -8.339
H 0.098 3.677 -7.237
H -2.047 2.253 -7.492
H -1.272 1.407 -8.698
H -1.010 3.501 -10.073
H -1.491 4.475 -8.645
H -3.467 4.031 -10.282
H -3.741 3.440 -8.557
H -3.274 2.350 -9.851
H 0.136 -0.071 -7.966
H 0.572 -0.887 -6.473
H 2.955 -0.432 -6.744
H 2.687 0.376 -8.315
H 1.525 -1.625 -9.274
H 1.826 -2.535 -7.756
H 4.205 -1.320 -9.317
H 3.663 -2.966 -9.555
H 4.186 -2.427 -7.986
C -4.507 3.852 0.501
C -3.492 3.300 -0.520
C -2.066 4.062 -0.531
C -1.359 3.862 0.802
P 0.355 4.484 0.793
C 0.484 6.224 0.363
C -0.065 7.146 1.405
C 0.179 8.637 1.142
C -0.599 9.152 -0.053
C 1.252 4.354 2.362
C 0.351 3.896 3.527
C 1.158 3.085 4.546
C 0.144 2.256 5.321
C 1.262 3.422 -0.396
C 1.306 1.936 -0.065
C 2.268 1.225 -1.049
C 3.730 1.344 -0.593
H -4.014 3.949 1.470
H -5.339 3.190 0.505
H -4.766 4.882 0.223
H -3.940 3.308 -1.454
H -3.334 2.233 -0.261
H -2.153 5.140 -0.759
H -1.552 3.665 -1.439
H -1.305 2.843 1.200
H -1.946 4.374 1.585
H -0.110 6.330 -0.527
H 1.498 6.424 0.042
H 0.263 6.828 2.414
H -1.135 6.974 1.417
H 1.232 8.908 1.108
H -0.108 9.067 2.137
H -0.724 10.224 -0.062
H -1.614 8.718 0.018
H -0.176 8.888 -1.034
H 1.797 5.215 2.658
H 1.970 3.550 2.219
H -0.625 3.439 3.229
H -0.051 4.752 4.086
H 1.788 3.746 5.111
H 1.894 2.473 4.010
H -0.539 2.913 5.887
H 0.730 1.738 6.108
H -0.459 1.629 4.683
H 2.259 3.729 -0.368
H 0.876 3.504 -1.394
H 0.310 1.552 -0.177
H 1.628 1.657 0.962
H 2.047 1.696 -2.036
H 2.005 0.191 -1.113
H 4.140 2.371 -0.628
H 4.357 0.708 -1.230
H 3.798 1.080 0.465
C -1.844 -6.406 -1.451
N -2.479 -5.048 -1.353
C -3.932 -5.216 -1.108
C -1.853 -4.402 -0.199
C -2.329 -4.175 -2.554
C -1.108 -4.470 -3.348
O 0.142 -4.484 -2.689
H -2.207 -6.863 -0.550
H -0.798 -6.287 -1.415
H -2.210 -7.017 -2.304
H -4.418 -4.237 -1.142
H -4.117 -5.616 -0.129
H -4.317 -5.885 -1.907
H -0.787 -4.263 -0.414
H -1.959 -5.002 0.752
H -2.318 -3.394 -0.066
H -2.293 -3.136 -2.193
H -3.205 -4.242 -3.190
H -1.088 -3.799 -4.268
H -1.210 -5.459 -3.822
H 0.467 -3.629 -2.403
N -4.469 -2.081 1.925
S -4.928 -1.613 0.486
O -3.964 -1.791 -0.562
O -5.356 -0.305 0.627
F -6.171 -2.582 0.085
S -4.338 -3.543 2.436
O -2.940 -3.919 2.567
O -5.278 -4.526 1.956
F -4.703 -3.278 3.878
N -0.627 -1.159 0.613
S 0.740 -1.886 0.537
O 1.689 -1.153 1.273
O 0.967 -2.323 -0.804
F 0.603 -3.206 1.363
S -1.211 -0.322 1.755
O -0.518 0.894 2.193
O -1.731 -1.062 2.839
F -2.478 0.241 0.876
C 3.677 -2.701 -4.812
F 3.052 -3.080 -5.991
F 3.112 -3.393 -3.824
F 4.997 -3.108 -4.884
S 3.503 -0.862 -4.462
O 2.104 -0.556 -4.741
O 3.824 -0.758 -3.064
O 4.387 -0.075 -5.337
*
```